Record 1
This record from the Open Molecules 2025 dataset describes an isolated molecule of C4H9NO3 at a distorted geometry. The level of theory is ωB97M-V with the def2-TZVPD basis set.

```
! RIJCOSX wB97M-V def2-TZVPD def2/J DEFGRID3
* xyz 0 1
C 0.621 -0.222 0.482
C -0.094 -1.190 1.580
C -0.423 0.506 -0.329
C -0.070 1.711 -1.122
H 1.134 -1.435 -1.244
H 1.821 -1.878 0.384
H 1.053 0.603 1.186
H -1.245 0.956 0.413
H -1.856 -0.712 -1.702
H 0.764 1.449 -1.805
H -0.972 2.207 -1.773
H 0.470 2.287 -0.390
H -1.195 0.327 1.767
N 1.547 -1.009 -0.192
O 0.123 -2.438 1.652
O -0.716 -0.644 -1.327
O -0.963 -0.517 2.422
*
```

As for the lowest unoccupied orbital energy: 0.10 eV.

***

Record 2
This record from the Open Molecules 2025 dataset describes C10H10N2 as an isolated structure at a distorted geometry. The level of theory is ωB97M-V with the def2-TZVPD basis set.

```
! RIJCOSX wB97M-V def2-TZVPD def2/J DEFGRID3
* xyz 0 1
C 2.614 -0.956 -0.579
C 1.240 -0.345 -0.984
C 1.030 0.014 -2.269
C -0.050 0.606 -2.724
C -1.083 0.500 -0.775
C -2.097 0.812 -0.062
C -2.273 0.186 1.289
C -0.998 -0.042 1.898
C 0.102 -0.418 1.141
C 0.117 -0.155 -0.265
H 3.299 -0.185 -0.103
H 3.361 -0.990 -1.438
H 2.457 -1.848 -0.121
H 2.050 0.115 -2.880
H -0.168 1.158 -3.779
H -2.871 0.836 -0.917
H -3.283 0.081 1.977
H -1.560 1.076 3.661
H -0.467 -0.760 3.862
H 0.936 -0.723 1.742
N -1.037 0.988 -1.950
N -1.321 0.053 3.276
*
```

As for the lowest unoccupied orbital energy: 0.03 eV.

***

Record 3
This record from the Open Molecules 2025 dataset describes an isolated molecule of C20H25N3O4S at a distorted geometry. The level of theory is ωB97M-V with the def2-TZVPD basis set.

```
! RIJCOSX wB97M-V def2-TZVPD def2/J DEFGRID3
* xyz 0 1
O 0.222 1.409 0.468
C 0.526 0.497 -0.280
N 1.450 0.619 -1.262
H 1.563 -0.139 -1.916
C 2.117 1.860 -1.581
C 1.606 2.463 -2.891
H 1.593 1.700 -3.673
H 2.284 3.259 -3.200
C 0.201 3.041 -2.701
N 0.265 4.200 -1.828
C 0.346 5.454 -2.549
C 0.605 6.584 -1.553
O -0.407 6.652 -0.579
C -0.504 5.427 0.113
C -0.791 4.262 -0.833
H -0.788 3.333 -0.261
H -1.783 4.408 -1.298
H -1.314 5.546 0.835
H 0.436 5.227 0.648
H 0.613 7.552 -2.058
H 1.579 6.415 -1.068
H 1.168 5.405 -3.266
H -0.591 5.667 -3.099
H -0.238 3.293 -3.678
H -0.433 2.280 -2.240
H 3.194 1.675 -1.642
H 1.910 2.556 -0.765
C -0.104 -0.852 -0.179
C 0.568 -2.032 -0.486
C -0.060 -3.254 -0.355
C -1.380 -3.321 0.088
C -2.054 -2.143 0.403
C -1.418 -0.926 0.274
H -1.929 -0.009 0.528
H -3.078 -2.189 0.747
N -2.007 -4.554 0.208
S -1.206 -5.919 0.790
O -2.254 -6.850 1.077
O -0.171 -6.291 -0.123
C -0.487 -5.306 2.308
C 0.851 -4.973 2.356
C 1.367 -4.430 3.521
C 0.541 -4.230 4.616
C -0.800 -4.578 4.557
C -1.321 -5.118 3.393
H -2.356 -5.412 3.317
H -1.437 -4.429 5.416
H 0.945 -3.805 5.522
H 2.412 -4.164 3.575
H 1.468 -5.156 1.491
H -2.965 -4.527 0.520
H 0.450 -4.170 -0.604
H 1.599 -2.008 -0.805
*
```

As for the lowest unoccupied orbital energy: 0.42 eV.

***

Record 4
This record from the Open Molecules 2025 dataset describes C37H42GeMoNO3P2 as an isolated structure. The level of theory is ωB97M-V with the def2-TZVPD basis set.

```
! RIJCOSX wB97M-V def2-TZVPD def2/J DEFGRID3
* xyz 3 3
Mo -0.241 1.145 1.388
O -0.597 -0.833 2.280
C 0.138 -1.181 3.463
C 0.878 0.023 3.960
C 1.683 -0.087 5.079
C 2.330 1.036 5.563
C 2.144 2.245 4.907
C 1.328 2.278 3.800
N 0.697 1.191 3.314
H -0.619 -1.588 1.663
H 0.830 -1.996 3.241
H -0.574 -1.521 4.220
H 1.796 -1.047 5.567
H 2.963 0.971 6.437
H 2.625 3.151 5.245
H 1.164 3.196 3.261
C 0.559 4.815 1.501
P -0.720 3.580 1.114
C -1.094 3.967 -0.623
C -2.200 4.100 2.013
C -2.488 5.432 2.293
C -3.682 5.761 2.917
C -4.594 4.768 3.253
C -4.317 3.440 2.971
C -3.115 3.104 2.354
P -2.665 1.413 1.922
C -3.283 0.363 3.262
C -3.649 0.933 0.470
H 0.345 5.741 0.966
H 1.534 4.454 1.173
H 0.588 5.039 2.567
H -1.506 4.975 -0.680
H -1.820 3.266 -1.033
H -0.185 3.913 -1.220
H -1.792 6.219 2.032
H -3.904 6.796 3.142
H -5.524 5.032 3.740
H -5.042 2.682 3.241
H -4.353 0.522 3.395
H -2.776 0.605 4.196
H -3.118 -0.685 3.017
H -4.706 1.124 0.665
H -3.517 -0.129 0.259
H -3.350 1.514 -0.403
O 1.581 0.022 0.725
C 1.570 0.710 -0.319
O 0.708 1.687 -0.337
C 2.457 0.501 -1.497
C 2.992 -0.925 -1.642
Ge 1.650 -2.093 -2.477
C 2.543 -3.721 -3.191
C 3.611 -4.332 -2.463
C 4.323 -5.361 -3.003
C 3.933 -5.882 -4.260
C 2.829 -5.346 -4.965
C 2.123 -4.315 -4.418
C 0.742 -1.175 -3.906
C 1.302 -1.064 -5.179
C 0.667 -0.332 -6.171
C -0.533 0.310 -5.901
C -1.094 0.225 -4.634
C -0.461 -0.512 -3.644
C 0.426 -2.913 -1.192
C 0.810 -3.163 0.128
C -0.036 -3.855 0.989
C -1.285 -4.284 0.548
C -1.676 -4.042 -0.760
C -0.818 -3.376 -1.628
H 3.270 1.229 -1.390
H 1.898 0.830 -2.377
H 3.341 -1.315 -0.686
H 3.853 -0.905 -2.312
H 3.882 -3.935 -1.492
H 5.168 -5.798 -2.489
H 4.466 -6.729 -4.675
H 2.559 -5.771 -5.922
H 1.265 -3.901 -4.935
H 2.247 -1.546 -5.412
H 1.109 -0.262 -7.156
H -1.029 0.877 -6.677
H -2.031 0.726 -4.427
H -0.919 -0.578 -2.663
H 1.781 -2.839 0.486
H 0.297 -4.115 1.989
H -1.934 -4.839 1.214
H -2.633 -4.399 -1.115
H -1.126 -3.224 -2.655
*
```

As for the lowest unoccupied orbital energy (alpha / beta): -7.90 / -11.17 eV.

***

Record 5
This record from the Open Molecules 2025 dataset describes a 4-piece molecular cluster, C17H21F2NO4 overall at a distorted geometry. The level of theory is ωB97M-V with the def2-TZVPD basis set.

```
! RIJCOSX wB97M-V def2-TZVPD def2/J DEFGRID3
* xyz 0 1
C -15.358 9.022 4.487
N -16.572 8.392 3.901
O -17.360 9.168 3.378
O -16.702 7.186 3.884
H -15.715 9.504 5.397
H -14.904 9.768 3.848
H -14.683 8.195 4.695
O -12.113 1.988 6.394
C -12.405 2.479 7.451
O -13.672 2.705 7.822
C -14.690 2.023 7.103
C -15.981 2.158 7.887
C -11.385 3.026 8.397
H -14.547 0.940 7.030
H -14.751 2.386 6.075
H -16.197 3.174 8.205
H -15.967 1.470 8.735
H -16.857 1.841 7.312
H -10.399 2.727 8.048
H -11.559 2.662 9.408
H -11.343 4.115 8.370
F -19.466 10.762 6.447
C -18.479 10.028 6.962
C -17.623 10.589 7.896
C -16.597 9.822 8.429
C -16.479 8.478 8.069
C -17.343 7.921 7.134
C -18.284 8.746 6.516
H -17.764 11.615 8.213
H -15.946 10.277 9.162
H -15.795 7.811 8.579
H -17.193 6.890 6.847
H -18.887 8.307 5.728
F -15.244 5.197 7.074
C -14.030 5.718 6.895
C -13.372 6.299 7.952
C -12.104 6.839 7.800
C -11.548 6.918 6.525
C -12.294 6.419 5.455
C -13.551 5.851 5.605
H -13.752 6.254 8.967
H -11.589 7.346 8.606
H -10.545 7.248 6.297
H -11.851 6.517 4.470
H -14.101 5.574 4.717
*
```

As for the lowest unoccupied orbital energy: 0.32 eV.

***

Record 6
This record from the Open Molecules 2025 dataset describes C3H10N2S as an isolated structure at a distorted geometry. The level of theory is ωB97M-V with the def2-TZVPD basis set.

```
! RIJCOSX wB97M-V def2-TZVPD def2/J DEFGRID3
* xyz 0 1
C -1.198 -0.084 2.013
N -0.081 0.622 2.416
H -1.367 -1.149 2.191
H -2.118 0.495 2.060
H -0.351 0.509 1.224
H 0.649 -0.052 2.656
C 0.462 -0.484 -0.661
C 0.910 -0.384 -2.111
S 1.467 1.322 -2.369
N -0.410 0.636 -0.315
H 1.374 -0.371 -0.061
H 0.020 -1.468 -0.443
H 0.096 -0.553 -2.822
H 1.666 -1.164 -2.254
H -1.299 0.695 -0.803
H 0.181 1.428 -0.720
*
```

As for the lowest unoccupied orbital energy: -2.35 eV.

***

Record 7
This record from the Open Molecules 2025 dataset describes a 2-piece molecular cluster, C3H4O3 overall at a distorted geometry. The level of theory is ωB97M-V with the def2-TZVPD basis set.

```
! RIJCOSX wB97M-V def2-TZVPD def2/J DEFGRID3
* xyz 0 3
C -1.108 2.539 0.161
C 0.447 -0.265 -1.061
C 0.079 -0.739 0.205
O -1.997 2.097 0.690
O 0.820 -1.565 -0.712
O 0.693 -0.243 1.359
H -0.926 -0.904 0.410
H -0.316 -0.304 -1.890
H 1.312 0.381 -1.066
H 0.996 -0.996 1.904
*
```

As for the lowest unoccupied orbital energy (alpha / beta): 0.83 / -4.50 eV.

***

Record 8
This record from the Open Molecules 2025 dataset describes a 2-piece molecular cluster, C4H4Cl2O overall at a distorted geometry. The level of theory is ωB97M-V with the def2-TZVPD basis set.

```
! RIJCOSX wB97M-V def2-TZVPD def2/J DEFGRID3
* xyz 0 1
C -1.198 -0.851 0.050
C -2.282 -0.161 -0.050
C 2.125 0.192 -0.402
C 1.029 0.533 0.471
O 2.014 -0.215 0.970
Cl -3.882 -0.909 -0.214
Cl -2.371 1.558 -0.067
H -0.976 -1.891 0.082
H 2.005 -0.600 -1.128
H 2.912 0.911 -0.596
H 0.623 1.433 0.882
*
```

As for the lowest unoccupied orbital energy (alpha / beta): -0.02 / -0.68 eV.

***

Record 9
This record from the Open Molecules 2025 dataset describes C38H33Cl2EuF2N3O2Si as an isolated structure at a distorted geometry. The level of theory is ωB97M-V with the def2-TZVPD basis set.

```
! RIJCOSX wB97M-V def2-TZVPD def2/J DEFGRID3
* xyz -1 7
Eu -1.253 1.456 -0.234
C 2.129 0.893 1.881
C 1.543 2.270 1.867
C 1.189 2.914 3.047
C 0.702 4.209 3.027
C 0.553 4.883 1.826
C 0.889 4.254 0.639
C 1.386 2.955 0.658
H 3.218 0.943 1.903
H 1.827 0.354 0.985
H 1.794 0.331 2.749
H 1.300 2.396 3.989
H 0.434 4.701 3.949
H 0.167 5.892 1.815
H 0.777 4.778 -0.299
H 1.743 2.489 -0.259
F -3.358 4.326 4.551
C -3.638 3.470 3.525
C -2.685 3.215 2.559
C -2.917 2.350 1.473
C -4.213 1.749 1.443
C -5.137 2.008 2.456
F -6.353 1.382 2.494
C -4.878 2.861 3.509
C -4.541 0.844 0.321
C -5.845 0.601 -0.124
C -6.056 -0.296 -1.152
C -4.968 -0.914 -1.748
C -3.706 -0.587 -1.285
N -3.500 0.251 -0.280
H -1.724 3.709 2.652
H -5.603 3.020 4.292
H -6.683 1.112 0.319
H -7.062 -0.510 -1.486
H -5.093 -1.622 -2.552
H -2.809 -1.010 -1.726
Cl 5.650 2.067 -2.013
C 5.758 0.575 -1.125
C 6.999 0.158 -0.690
C 7.108 -1.031 0.013
C 5.959 -1.729 0.349
C 4.715 -1.285 -0.062
Cl 3.293 -2.082 0.526
C 4.580 -0.163 -0.905
N 3.390 0.234 -1.455
C 2.499 -0.575 -2.190
C 2.745 -1.878 -2.467
C 1.921 -2.784 -3.228
C 0.614 -2.683 -3.541
C -0.272 -1.605 -3.147
C 0.196 -0.417 -2.795
C -0.115 2.075 -3.090
C -1.326 2.538 -2.307
O -2.385 1.877 -2.377
O -1.123 3.382 -1.392
H 7.868 0.754 -0.923
H 8.074 -1.397 0.322
H 6.024 -2.615 0.959
H 3.400 1.182 -1.814
H 3.696 -2.282 -2.146
H 2.444 -3.680 -3.551
H 0.143 -3.501 -4.080
H -1.338 -1.803 -3.154
H -0.367 1.767 -4.107
H 0.654 2.852 -3.106
N 1.504 0.139 -2.826
C 0.342 0.883 -2.185
C -1.584 -4.395 2.335
Si -0.635 -3.726 0.806
C 1.071 -4.598 0.799
C -1.588 -4.290 -0.754
C -0.552 -1.883 0.783
C -0.571 -0.666 0.661
H -1.634 -5.482 2.339
H -2.602 -4.018 2.348
H -1.112 -4.088 3.263
H 0.969 -5.681 0.783
H 1.658 -4.334 1.675
H 1.643 -4.314 -0.078
H -1.691 -5.370 -0.825
H -1.068 -3.948 -1.642
H -2.585 -3.857 -0.769
*
```

As for the lowest unoccupied orbital energy (alpha / beta): 2.39 / 2.39 eV.

***

Record 10
This record from the Open Molecules 2025 dataset describes a 2-piece molecular cluster, C4H13N3 overall at a distorted geometry. The level of theory is ωB97M-V with the def2-TZVPD basis set.

```
! RIJCOSX wB97M-V def2-TZVPD def2/J DEFGRID3
* xyz -1 2
C -0.985 1.772 -0.544
N -2.323 1.432 -0.089
C -2.467 0.632 1.019
N -3.327 -0.279 1.132
H -1.001 2.523 -1.341
H -0.342 2.081 0.303
H -0.515 0.832 -0.874
H -2.964 1.201 -0.829
H -1.716 0.775 1.801
H -3.409 -0.513 2.134
C 2.244 -0.427 0.635
C 1.774 -1.611 -0.221
N 1.242 -1.149 -1.540
H 1.438 0.355 0.711
H 2.494 -0.709 1.681
H 3.158 0.042 0.194
H 2.583 -2.272 -0.346
H 0.988 -2.105 0.322
H 2.033 -0.623 -2.021
H 1.096 -1.955 -2.127
*
```

As for the lowest unoccupied orbital energy (alpha / beta): 4.06 / 4.15 eV.

***

Record 11
This record from the Open Molecules 2025 dataset describes C7H6FeN2O4 as an isolated structure at a distorted geometry. The level of theory is ωB97M-V with the def2-TZVPD basis set.

```
! RIJCOSX wB97M-V def2-TZVPD def2/J DEFGRID3
* xyz 3 6
Fe -0.003 0.988 -0.778
C 0.064 2.386 0.199
O 0.117 3.301 0.913
C -0.011 2.034 -2.330
O -0.013 2.801 -3.197
C -1.853 1.000 -0.854
O -3.005 1.045 -0.800
C 1.842 0.876 -0.963
O 2.996 0.870 -0.969
H -0.093 -2.786 -3.379
H -0.096 -2.327 -3.974
N -0.450 -1.136 2.627
C 0.490 -1.997 2.049
C 0.762 -1.443 0.820
N -0.006 -0.268 0.661
C -0.733 -0.102 1.792
H -0.856 -1.253 3.541
H 0.867 -2.883 2.534
H 1.428 -1.795 0.058
H -1.447 0.689 2.052
*
```

As for the lowest unoccupied orbital energy (alpha / beta): -12.65 / -17.14 eV.

***

Record 12
This record from the Open Molecules 2025 dataset describes an isolated molecule of C6H11N3O at a distorted geometry. The level of theory is ωB97M-V with the def2-TZVPD basis set.

```
! RIJCOSX wB97M-V def2-TZVPD def2/J DEFGRID3
* xyz 0 1
C 0.492 -0.675 1.855
C 0.072 -0.050 0.543
C -1.193 0.751 0.588
N -1.583 1.702 -0.196
C 1.085 0.501 -0.459
N 2.322 -0.264 -0.358
C 1.597 -1.489 -0.802
C 0.267 -0.742 -0.801
N -0.781 -1.103 -1.684
H 1.479 -1.140 1.757
H 0.577 0.088 2.639
H -0.233 -1.432 2.180
H 1.071 1.544 -0.782
H 2.992 0.036 -1.059
H 1.865 -1.780 -1.827
H 1.696 -2.360 -0.137
H -1.660 -0.632 -1.492
H -0.542 -0.930 -2.656
O -1.769 0.856 1.779
H -1.098 1.702 -1.089
H -2.066 1.894 1.683
*
```

As for the lowest unoccupied orbital energy: 0.75 eV.

***

Record 13
This record from the Open Molecules 2025 dataset describes an isolated ion of composition C2H4BrN2 and charge +1 at a distorted geometry. The level of theory is ωB97M-V with the def2-TZVPD basis set.

```
! RIJCOSX wB97M-V def2-TZVPD def2/J DEFGRID3
* xyz 1 1
C 1.201 0.440 0.469
C -0.483 0.211 -0.942
N -0.068 -0.050 0.441
N -0.948 -0.403 1.244
Br 2.750 -0.434 0.440
H -0.824 1.242 -1.056
H 0.329 0.025 -1.647
H -1.320 -0.459 -1.155
H -0.636 -0.572 2.205
*
```

As for the lowest unoccupied orbital energy (alpha / beta): -6.98 / -6.98 eV.

***

Record 14
This record from the Open Molecules 2025 dataset describes an isolated molecule of C5H12N2O2 at a distorted geometry. The level of theory is ωB97M-V with the def2-TZVPD basis set.

```
! RIJCOSX wB97M-V def2-TZVPD def2/J DEFGRID3
* xyz 0 1
C 0.287 0.045 -0.610
C 0.580 -1.208 -1.381
C 0.620 1.328 -1.287
C 1.762 -0.027 1.914
C -0.888 0.156 0.354
N 0.613 -0.434 1.130
N -3.278 0.114 -0.215
O -1.958 -0.416 -0.493
O -1.264 1.000 1.194
H 0.256 -1.340 1.424
H -3.748 -0.693 0.197
H -3.100 0.754 0.573
H 1.431 1.840 -0.763
H 1.659 -1.286 -1.558
H 0.229 -2.112 -0.884
H 0.059 -1.185 -2.345
H 0.817 1.209 -2.356
H -0.215 2.041 -1.301
H 2.519 -0.815 1.883
H 1.481 0.095 2.967
H 2.139 0.931 1.556
*
```

As for the lowest unoccupied orbital energy: 0.74 eV.

***

Record 15
This record from the Open Molecules 2025 dataset describes C4H3GaO as an isolated structure at a distorted geometry. The level of theory is ωB97M-V with the def2-TZVPD basis set.

```
! RIJCOSX wB97M-V def2-TZVPD def2/J DEFGRID3
* xyz 2 1
C 2.242 0.143 0.631
C 1.491 0.875 -0.009
H 2.522 -0.377 1.544
H 1.157 1.493 -0.837
C -2.428 0.317 0.003
C -1.841 -0.730 -0.277
O -0.805 -1.423 -0.465
Ga 0.794 -1.422 -0.487
H -3.132 1.123 -0.104
*
```

As for the lowest unoccupied orbital energy (alpha / beta): -12.38 / -13.69 eV.

***

Record 16
This record from the Open Molecules 2025 dataset describes an isolated molecule of C11H9N at a distorted geometry. The level of theory is ωB97M-V with the def2-TZVPD basis set.

```
! RIJCOSX wB97M-V def2-TZVPD def2/J DEFGRID3
* xyz 0 1
C 2.186 0.515 -1.683
C 1.354 -0.176 -2.549
C 2.122 0.990 -0.359
C 0.093 -0.654 -2.420
C 0.186 0.860 1.388
C -2.037 -0.163 0.366
C 0.992 0.498 0.371
C -0.866 -0.265 1.284
C -0.568 -0.547 -1.168
C 0.213 -0.655 -0.016
C -1.467 -0.643 2.729
N -1.917 -0.412 -0.872
H 3.035 0.886 -2.321
H 1.822 -0.338 -3.623
H 2.780 1.699 0.041
H -0.420 -1.159 -3.287
H 0.138 1.736 2.165
H -2.886 -0.018 0.928
H -2.468 -0.386 2.708
H -0.951 -0.057 3.475
H -1.342 -1.711 2.844
*
```

As for the lowest unoccupied orbital energy (alpha / beta): -0.65 / -0.65 eV.